(1)
The following is a DFT calculation (wB97M-V/def2-TZVPD) of 9 unconnected molecules or ions with the total composition C27H67N2O13S4.

Computed properties:
* E: -3748.9151 Eh
* orbital gap: 7.49 eV
* net charge: +1

```
113
C27H67N2O13S4 | the OMol25 dataset | wB97M-V/def2-TZVPD
N 1.50757 0.72619 3.71232
H 2.31035 0.57997 4.32265
H 1.45661 -0.06380 3.01441
H 1.61526 1.58281 3.16017
H 0.68754 0.68612 4.31474
N 1.72659 -3.24414 3.67898
H 0.81369 -2.94858 4.01709
H 2.01334 -2.52744 2.90112
H 1.65839 -4.18577 3.30167
H 2.39926 -3.13742 4.43470
C 0.07040 -0.36767 1.05219
C 1.32787 -1.22392 0.84330
C 2.06936 -0.82725 -0.45176
O 2.17607 -1.33524 1.94546
H 0.09601 0.63056 1.49917
H -0.66339 -0.93738 1.63984
H -0.47376 -0.25248 0.10781
H 0.88800 -2.21869 0.62148
H 1.76169 -1.36367 -1.35013
H 3.11126 -1.11779 -0.30482
H 1.91930 0.24084 -0.61987
O -4.39241 -2.87375 0.14677
S -4.38909 -3.69221 1.33293
O -5.14282 -4.90017 1.35039
O -2.86462 -4.05196 1.69832
C -1.82043 -3.39082 0.98431
C -1.51302 -4.12397 -0.31466
C -4.79285 -2.68065 2.75681
H -0.87802 -3.38482 1.53401
H -2.10826 -2.36810 0.74129
H -0.84209 -3.59602 -0.99374
H -2.41283 -4.46315 -0.82417
H -0.96333 -5.05257 -0.11698
H -4.18360 -1.79080 2.63607
H -4.47311 -3.30972 3.58444
H -5.86908 -2.54545 2.74497
O -5.07596 0.25774 -0.18527
S -5.85919 -0.28520 -1.26144
O -7.13000 0.27516 -1.58291
O -4.98335 -0.27886 -2.61413
C -3.61928 0.13216 -2.54643
C -2.68372 -0.87838 -1.91450
C -6.04133 -2.04282 -0.99226
H -3.48411 1.10266 -2.05837
H -3.34044 0.37518 -3.57299
H -2.56339 -1.74352 -2.57344
H -3.00099 -1.19331 -0.92339
H -1.67501 -0.45694 -1.87710
H -6.69230 -2.43490 -1.77384
H -6.59752 -2.23229 -0.07464
H -5.08945 -2.56458 -0.96214
O 8.72707 -1.72852 -0.33468
S 7.73911 -0.75145 0.01996
O 8.04201 0.52771 0.56966
O 6.80008 -0.48305 -1.26147
C 6.68888 -1.47305 -2.30405
C 5.33336 -1.29634 -2.92752
C 6.54070 -1.58648 1.09016
H 6.84407 -2.45508 -1.84857
H 7.50520 -1.34296 -3.01411
H 4.47532 -1.36678 -2.25706
H 5.15999 -1.81666 -3.86604
H 5.23706 -0.23811 -3.21128
H 6.92227 -1.61401 2.10366
H 6.37367 -2.57848 0.67352
H 5.60635 -1.05581 0.92250
O 3.91362 4.15512 0.53979
S 3.98603 3.02786 1.42591
O 4.61492 3.11229 2.70478
O 2.46512 2.47595 1.66352
C 1.35282 3.34546 1.30665
C 0.90921 3.02776 -0.09092
C 4.62522 1.66182 0.45153
H 1.67032 4.38238 1.42052
H 0.56749 3.20491 2.05303
H 1.66209 3.19272 -0.86221
H 0.00867 3.50945 -0.46729
H 0.69980 1.95189 -0.10391
H 4.67933 0.86302 1.19480
H 5.61662 1.90513 0.08735
H 3.80654 1.41691 -0.21683
C 0.50456 -3.58338 -6.40791
C 1.88910 -3.64891 -6.32739
C 2.54788 -3.06379 -5.26135
C 1.85281 -2.36218 -4.27087
C 0.47538 -2.30196 -4.38794
C -0.21570 -2.93560 -5.42107
H 0.02377 -3.92859 -7.31514
H 2.50945 -4.06395 -7.11071
H 3.63082 -3.02276 -5.24017
H 2.36770 -1.86255 -3.46359
H -0.11918 -1.68559 -3.71946
H -1.26548 -2.71526 -5.56106
C -4.13045 7.82326 2.95203
C -3.33859 6.84011 2.08628
C -3.72466 5.37100 2.31822
C -2.96495 4.46073 1.34312
C -3.41182 3.01224 1.32007
C -2.45854 2.10307 0.54911
H -3.64695 7.94348 3.92131
H -5.15475 7.47933 3.09304
H -4.18941 8.80408 2.48016
H -3.60842 6.95820 1.03384
H -2.26000 6.91401 2.22420
H -4.79497 5.18578 2.18696
H -3.48359 5.00447 3.32380
H -3.02863 4.87940 0.32842
H -1.89244 4.62283 1.53740
H -3.58660 2.67597 2.34693
H -4.37702 2.92509 0.81424
H -1.47795 2.07145 1.02950
H -2.94755 1.13942 0.41096
H -2.28654 2.48381 -0.46275
```

=====

(2)
The following is a DFT calculation (wB97M-V/def2-TZVPD) of a molecular structure, C27H67N7O15Si2.

Computed properties:
* E: -3159.2114 Eh
* orbital gap: 10.13 eV

```
118
C27H67N7O15Si2 | the OMol25 dataset | wB97M-V/def2-TZVPD
C 3.07980 -0.17631 -3.75849
C 3.72325 0.05077 -2.36545
C 2.86195 0.90462 -1.42948
C 3.57268 1.34845 -0.12525
C 3.66776 0.22969 0.93411
C 2.42105 0.12226 1.82236
C 1.81001 -1.27955 1.95321
C 0.32861 -1.23876 2.27710
C -0.55894 -0.56708 1.19799
C -1.50343 0.48389 1.79292
C -2.64593 1.04341 0.92675
C -2.78238 0.55961 -0.51945
C -3.55064 -0.74236 -0.76980
C -3.97795 -0.86608 -2.23406
C -2.95297 -1.59772 -3.11458
C -3.31309 -1.62759 -4.59900
C -2.41407 -2.54595 -5.48178
C -1.66811 -1.87663 -6.65117
C -0.63430 -0.79821 -6.22724
C -0.86445 0.62489 -6.78366
Si -0.09384 1.98199 -5.76346
O -1.13552 3.25092 -5.55922
Si -2.23837 3.28013 -4.33033
H 2.07876 0.28679 -3.81020
H 2.96044 -1.23863 -3.99307
H 3.67867 0.26983 -4.55776
H 4.67835 0.57666 -2.49126
H 3.92979 -0.91902 -1.90172
H 1.95202 0.34406 -1.16396
H 2.54109 1.78834 -1.99447
H 3.02942 2.19886 0.31065
H 4.58196 1.68268 -0.39287
H 4.55016 0.40373 1.56217
H 3.83657 -0.72851 0.42854
H 2.69013 0.46883 2.82725
H 1.65078 0.81578 1.45092
H 2.30763 -1.79840 2.78441
H 2.00840 -1.86790 1.04610
H -0.03104 -2.25307 2.49848
H 0.22451 -0.66530 3.20822
H -1.12996 -1.33144 0.65509
H 0.12582 -0.07286 0.49440
H -0.86699 1.32793 2.08669
H -1.92412 0.08132 2.72026
H -2.51942 2.13347 0.89147
H -3.60521 0.87437 1.42999
H -3.34280 1.34816 -1.05134
H -1.79173 0.51596 -1.00156
H -2.93893 -1.62460 -0.53560
H -4.43828 -0.76526 -0.12777
H -4.12098 0.14291 -2.63642
H -4.93966 -1.38790 -2.30543
H -2.85840 -2.63213 -2.75262
H -1.96581 -1.12434 -2.99220
H -4.34908 -1.98508 -4.66946
H -3.29330 -0.60208 -4.99265
H -3.03274 -3.35524 -5.89387
H -1.66159 -3.03329 -4.84607
H -1.13893 -2.66395 -7.20294
H -2.39017 -1.44592 -7.35703
H 0.35939 -1.12533 -6.56666
H -0.59406 -0.75283 -5.13124
H -1.94048 0.83025 -6.88344
H -0.45042 0.68980 -7.79847
H 1.12360 2.54576 -6.39393
H 0.30710 1.45608 -4.43468
H -1.92098 4.40607 -3.43851
H -2.16295 2.01058 -3.58390
H -3.59704 3.42221 -4.89673
C 0.19623 -5.43201 5.50427
N 0.30207 -4.85073 4.13831
O 1.23342 -4.10609 3.91599
O -0.54645 -5.16312 3.33038
H 1.01505 -5.03905 6.09605
H -0.76444 -5.13970 5.91740
H 0.25436 -6.51171 5.40347
C -4.11262 -5.20826 0.83419
N -5.06028 -4.15143 0.39581
O -6.02670 -3.91950 1.09186
O -4.78835 -3.57934 -0.63834
H -4.47354 -5.62333 1.76610
H -4.07576 -5.95212 0.04381
H -3.14205 -4.73891 0.95384
C 3.44566 -2.18827 5.24947
N 3.52272 -2.84501 6.58482
O 4.60336 -2.92834 7.13065
O 2.48006 -3.26406 7.04505
H 4.44340 -1.87242 4.96947
H 3.03372 -2.91855 4.55929
H 2.76365 -1.34831 5.34626
C 2.01377 4.51677 -3.75490
N 3.40474 4.24125 -3.29925
O 4.24221 3.99182 -4.13893
O 3.60300 4.28434 -2.10168
H 1.98358 4.44314 -4.83541
H 1.37258 3.77687 -3.28446
H 1.75244 5.51326 -3.41251
C 6.14821 -2.31677 10.02283
N 7.05797 -1.25911 10.54416
O 6.59622 -0.43009 11.30065
O 8.21185 -1.29777 10.16946
H 5.16228 -2.15280 10.44018
H 6.14039 -2.23918 8.94093
H 6.56161 -3.27347 10.32668
C -4.73785 6.69385 -1.37874
N -4.57229 5.22103 -1.52350
O -3.46535 4.75270 -1.34951
O -5.56206 4.58595 -1.81726
H -3.77565 7.11936 -1.12124
H -5.10646 7.06825 -2.32881
H -5.47627 6.85819 -0.60013
C -0.29496 4.74768 3.48484
N -0.48488 3.34115 3.93614
O -1.61677 2.94193 4.10486
O 0.52155 2.67859 4.09189
H -1.27187 5.20475 3.38459
H 0.31239 5.24575 4.23428
H 0.23548 4.71113 2.53792
```

=====

(3)
The following is a DFT calculation (wB97M-V/def2-TZVPD) of 6 unconnected molecules or ions with the total composition C27H69N3O9S3.

Computed properties:
* E: -3105.8600 Eh
* SMILES: CCOS(C)(=O)=O.CCOS(C)(=O)=O.CCOS(C)(=O)=O.CCN(CC)CC.CCN(CC)CC.CCN(CC)CC
* orbital gap: 8.44 eV

```
111
C27H69N3O9S3 | the OMol25 dataset | wB97M-V/def2-TZVPD
C 8.10855 1.34105 -0.64423
C 8.48009 -0.10920 -1.02239
O 7.95114 -0.27691 -2.35852
S 7.93176 -1.88227 -2.85877
C 9.39516 -1.68421 -4.00110
O 8.24334 -2.74799 -1.73935
O 6.68806 -2.07156 -3.63117
H 8.64923 1.49460 0.28967
H 7.03951 1.54970 -0.60273
H 8.60338 2.03261 -1.32612
H 9.55935 -0.11781 -1.17475
H 8.05077 -0.67618 -0.19637
H 10.17893 -1.43396 -3.28612
H 9.20513 -0.87653 -4.70796
H 9.73175 -2.69526 -4.23042
C -4.28208 -1.29401 -2.56555
C -4.46647 -2.78583 -2.37797
O -4.95287 -3.09496 -3.66242
S -4.02316 -3.87580 -4.78861
C -4.00024 -5.61258 -4.07864
O -4.77718 -3.90876 -6.03566
O -2.62482 -3.35560 -4.77718
H -4.15296 -0.90453 -3.57537
H -3.50754 -0.91497 -1.89881
H -5.25781 -0.87226 -2.32438
H -3.59934 -3.38332 -2.09654
H -5.23829 -2.95221 -1.62650
H -5.00681 -5.95987 -3.84555
H -3.42204 -5.41752 -3.17546
H -3.54643 -6.29368 -4.79854
C -0.95846 -8.60569 5.20648
C -0.81477 -8.12454 3.73907
O -1.72139 -7.20673 3.16373
S -1.64016 -6.87941 1.53440
C -0.53443 -5.46360 1.57450
O -0.85399 -7.85644 0.77403
O -2.95422 -6.37581 1.15595
H -0.14047 -9.27500 5.47295
H -1.91327 -9.13111 5.22644
H -0.87446 -7.81940 5.95668
H 0.14185 -7.62060 3.60113
H -0.72056 -9.03614 3.14898
H -0.43962 -5.14959 0.53503
H 0.44053 -5.91776 1.75137
H -0.73351 -4.74905 2.37318
C -5.62555 0.37630 9.01951
C -4.09056 0.56099 9.09623
N -3.63033 1.79221 8.34997
C -3.79575 1.75188 6.92347
C -2.89212 0.70508 6.25134
C -2.33403 2.27471 8.84011
C -1.83656 3.64261 8.14075
H -6.13525 1.11849 9.63389
H -5.96527 -0.57997 9.41732
H -6.07902 0.48119 8.03389
H -3.83351 0.74569 10.13926
H -3.48896 -0.28393 8.76114
H -4.81514 1.46065 6.67024
H -3.60630 2.71476 6.44906
H -2.93294 0.86519 5.17394
H -1.86981 0.79722 6.61808
H -3.18976 -0.32511 6.44684
H -1.50050 1.57298 8.81022
H -2.59543 2.44970 9.88374
H -2.64528 4.37280 8.17046
H -1.54176 3.47844 7.10428
H -0.97143 4.03835 8.67277
C 0.27694 2.42025 0.06086
C 1.48983 1.71277 0.58723
N 1.74231 0.31404 0.31918
C 2.79541 -0.21220 1.24963
C 2.19607 -0.63978 2.58604
C 2.24499 0.10178 -1.08293
C 1.15031 0.09344 -2.17294
H -0.12896 3.30386 0.55337
H -0.44451 1.61885 -0.09846
H 0.40871 2.69402 -0.98595
H 2.33221 2.35364 0.32687
H 1.33718 1.96946 1.63552
H 3.36851 -1.05044 0.85340
H 3.42324 0.65729 1.44437
H 1.48940 -1.46953 2.60197
H 2.88984 -0.80778 3.40980
H 1.57770 0.19323 2.92041
H 2.73702 -0.86995 -1.04103
H 3.03559 0.78841 -1.38557
H 1.59736 -0.30011 -3.08583
H 0.78090 1.08886 -2.41946
H 0.27566 -0.53756 -2.01509
C -0.79700 7.07818 -4.70878
C -0.33109 5.69514 -5.23556
N -0.22029 5.75455 -6.71655
C -1.42733 6.20068 -7.35344
C -2.62511 5.19508 -7.28604
C 0.22571 4.42896 -7.20058
C 1.75597 4.32184 -7.22251
H -0.03335 7.79647 -5.00712
H -0.86011 7.01090 -3.62269
H -1.82164 7.29307 -5.01212
H 0.66026 5.57656 -4.79824
H -1.10816 4.98032 -4.96487
H -1.88113 7.16170 -7.11137
H -1.08088 6.36770 -8.37333
H -2.66000 4.56323 -8.17354
H -2.69632 4.63496 -6.35368
H -3.56336 5.71193 -7.48762
H -0.15674 4.19662 -8.19448
H -0.21970 3.64472 -6.58848
H 2.12595 4.47752 -6.20910
H 2.21238 5.13672 -7.78443
H 2.06030 3.33101 -7.55976
```

=====

(4)
The following is a DFT calculation (wB97M-V/def2-TZVPD) of 6 unconnected molecules or ions with the total composition C27H69N4O12.

Computed properties:
* E: -2191.4578 Eh
* orbital gap: 6.62 eV
* net charge: +1

```
112
C27H69N4O12 | the OMol25 dataset | wB97M-V/def2-TZVPD
C 1.47006 -2.48845 -0.90360
C 1.76319 -1.39451 0.14576
O 1.24460 -0.12307 -0.20392
C -0.15595 -0.08393 -0.09721
C -0.52554 1.36636 -0.27120
O -1.94599 1.65711 -0.19024
N -2.75231 0.50541 -0.28588
C -3.62544 0.63603 -1.28265
N -3.23229 1.29576 -2.42027
N -4.80816 0.10254 -1.25136
C -5.52368 0.04514 0.05801
N -6.68091 -0.78050 -0.11947
C -6.31323 -2.17570 -0.34304
H 2.35276 -3.05672 -1.14859
H 1.02383 -2.05578 -1.79151
H 0.72973 -3.16319 -0.48114
H 1.39020 -1.72547 1.11170
H 2.83842 -1.27859 0.19282
H -0.55961 -0.69778 -0.90291
H -0.44759 -0.47561 0.88090
H -0.06383 1.92266 0.53519
H -0.13461 1.76541 -1.20179
H -3.20072 0.42669 0.62346
H -3.46201 2.25646 -2.60474
H -2.74363 0.74896 -3.11044
H -5.37763 0.63679 -1.90606
H -4.85397 -0.45234 0.77398
H -5.77544 1.02565 0.45412
H -7.26461 -0.70881 0.70389
H -7.17771 -2.79294 -0.13720
H -5.50633 -2.51770 0.31378
H -5.99918 -2.37182 -1.36222
C -7.36655 -8.50030 1.42807
O -6.18964 -8.19042 2.15726
C -5.31960 -7.31034 1.46733
C -5.42778 -5.89705 1.99745
O -6.69876 -5.32448 1.71295
C -7.56462 -5.32783 2.83762
H -8.05820 -8.99517 2.10727
H -7.84526 -7.60142 1.03223
H -7.13369 -9.18289 0.60466
H -5.51361 -7.33515 0.39072
H -4.29929 -7.67012 1.63474
H -4.67705 -5.27580 1.49579
H -5.22442 -5.87184 3.07166
H -7.24728 -4.57295 3.56541
H -7.59655 -6.30659 3.31970
H -8.56589 -5.07862 2.48905
C 4.31029 1.26967 -0.59604
O 5.36194 0.32672 -0.50401
C 6.38589 0.53924 -1.47170
C 7.59393 1.21508 -0.86556
O 7.30231 2.54838 -0.46656
C 7.10179 2.67968 0.92933
H 3.69201 1.16974 0.29589
H 4.68649 2.29441 -0.64925
H 3.69183 1.05909 -1.47594
H 6.00665 1.11525 -2.31987
H 6.68430 -0.44598 -1.84163
H 8.37792 1.27263 -1.62644
H 7.98066 0.63412 -0.02312
H 8.05558 2.59813 1.46089
H 6.40701 1.92722 1.31122
H 6.68253 3.66770 1.11474
C -7.30570 4.96719 0.28988
O -6.81827 5.88481 -0.67164
C -6.23103 7.04300 -0.08695
C -4.72164 6.96997 -0.11379
O -4.23441 5.93279 0.73378
C -3.86016 4.77803 0.02263
H -7.53789 4.03500 -0.22669
H -6.56494 4.76521 1.06903
H -8.22225 5.34808 0.75019
H -6.59362 7.18762 0.93419
H -6.55124 7.90186 -0.68312
H -4.31448 7.91100 0.26515
H -4.36088 6.83360 -1.13729
H -2.92120 4.95069 -0.51714
H -4.63887 4.46985 -0.68621
H -3.70456 3.97235 0.74240
C 8.90368 -0.08007 -5.05000
O 8.13007 1.00244 -4.55868
C 8.85037 2.22975 -4.53709
C 8.46699 3.12076 -5.69747
O 8.88011 2.56865 -6.93869
C 7.82380 1.95475 -7.65457
H 8.22956 -0.91536 -5.23497
H 9.40933 0.17655 -5.98327
H 9.64600 -0.38558 -4.30480
H 9.92843 2.04605 -4.53108
H 8.58930 2.73880 -3.60293
H 8.98072 4.08070 -5.58716
H 7.38963 3.31161 -5.69742
H 7.15615 2.71475 -8.07471
H 7.24832 1.27346 -7.02271
H 8.26228 1.38497 -8.47234
C 2.50161 -0.64057 3.46020
O 1.97993 -1.89346 3.86757
C 2.76215 -2.51694 4.88104
C 2.13334 -2.35847 6.24733
O 2.14209 -1.00283 6.67168
C 0.88761 -0.36492 6.52626
H 1.74383 -0.14390 2.85339
H 2.73995 -0.00182 4.31347
H 3.39942 -0.78846 2.85036
H 3.78208 -2.12321 4.87878
H 2.81123 -3.58244 4.63727
H 2.72470 -2.92490 6.97276
H 1.11568 -2.76001 6.25352
H 0.18572 -0.72602 7.28551
H 0.46341 -0.52749 5.53146
H 1.03838 0.70395 6.67085
```

=====

- Which of these has the lowest E?
  C27H67N2O13S4

=====

- Look up the orbital gap of the second one.
  10.13 eV

=====

- The highest orbital gap belongs to which entry?
  C27H67N7O15Si2

=====

- The highest E belongs to which entry?
  C27H69N4O12